(1)
Computed, not measured: 5 unconnected molecules or ions with the total composition C27H32N5O2 at a distorted geometry, with ωB97M-V/def2-TZVPD.

Last column: Löwdin charge in e.
Geometry (Å):
C 38.546 36.941 5.693  -0.07
C 39.041 37.837 6.727  -0.16
N 40.045 38.901 6.265  -0.02
C 39.829 40.298 6.315  0.06
C 40.999 40.801 5.711  0.04
N 41.873 39.716 5.492  -0.06
C 41.169 38.618 5.698  -0.10
C 43.192 39.625 4.742  0.07
H 39.379 36.143 5.515  0.12
H 38.013 37.384 4.897  0.07
H 37.943 36.194 6.177  0.06
H 39.572 37.186 7.376  0.10
H 38.365 38.353 7.244  0.06
H 39.008 40.884 6.771  0.15
H 41.179 41.711 5.420  0.07
H 41.469 37.453 5.684  0.23
H 43.293 40.676 4.564  0.09
H 42.927 38.969 4.004  0.05
H 44.064 39.083 5.323  0.15
N 39.725 39.251 10.015  0.03
C 38.728 38.296 10.118  -0.09
C 39.027 36.882 10.089  -0.10
C 40.295 36.423 9.975  -0.13
C 41.366 37.393 9.961  -0.02
C 41.021 38.915 9.863  -0.08
H 37.943 38.939 10.286  0.07
H 38.172 36.245 10.197  0.09
H 40.406 35.250 9.856  0.15
H 42.539 37.125 9.806  0.13
H 41.776 39.465 9.670  0.01
N 41.110 37.568 0.317  0.03
C 39.911 38.020 0.091  -0.20
C 38.870 37.823 0.979  -0.09
C 38.969 36.887 2.096  -0.02
C 40.401 36.355 2.365  -0.05
C 41.337 36.851 1.425  -0.20
H 40.068 38.959 -0.523  0.14
H 37.820 38.193 0.664  0.13
H 38.130 36.538 2.723  0.08
H 40.703 35.600 3.138  0.09
H 42.347 36.362 1.472  0.11
N 35.868 30.546 6.385  0.06
C 37.203 30.469 6.329  -0.16
C 38.045 31.541 6.255  -0.08
C 37.548 32.855 6.310  -0.07
C 36.181 32.946 6.428  -0.07
C 35.365 31.760 6.508  -0.13
H 37.546 29.404 6.324  0.12
H 38.982 31.304 5.903  0.07
H 38.146 33.768 6.342  0.09
H 35.710 33.894 6.526  0.07
H 34.305 31.927 6.476  0.10
C 35.059 39.492 7.845  0.04
C 35.515 38.098 7.487  0.03
C 35.615 37.171 8.582  -0.39
C 35.319 37.618 9.830  -0.03
C 35.009 38.960 10.243  0.01
C 34.953 39.810 9.211  -0.34
O 34.533 41.088 9.633  -0.02
O 35.986 35.879 8.318  -0.02
H 35.005 40.141 7.057  0.07
H 35.800 37.741 6.420  0.13
H 35.549 36.735 10.445  0.12
H 34.759 39.088 11.281  0.13
H 33.708 41.508 9.204  0.15
H 35.454 35.256 8.904  0.15

Atomic forces in eV per Å
1.606 -3.013 -0.017
3.701 -0.056 -1.269
-3.717 0.492 0.966
2.766 -0.089 -1.369
-1.943 -5.877 2.696
-0.244 -0.186 -0.881
1.446 -3.775 1.302
0.025 0.407 3.773
-0.988 1.832 -1.077
-0.144 0.181 -1.207
-1.193 0.146 0.537
0.618 -0.013 1.167
-2.946 2.004 2.020
0.477 -1.045 -0.471
1.392 4.881 -1.257
-0.222 3.254 -0.390
1.269 0.159 -1.025
-0.054 -0.907 -2.778
-1.910 1.636 -0.599
1.385 -0.463 -0.920
5.262 -0.583 -0.013
-2.877 3.349 0.423
3.057 -0.910 -0.328
0.806 1.931 -1.604
-6.216 -10.193 2.086
-3.127 -0.352 0.349
-0.148 -0.529 -0.178
0.310 2.701 0.502
-3.176 0.396 0.560
4.701 4.630 -0.982
1.633 -0.973 1.221
1.015 3.249 0.631
-3.380 -2.124 1.359
3.941 -0.029 -1.022
-3.192 2.153 -1.728
0.553 -2.774 0.327
-1.584 -1.481 -0.287
1.879 -0.422 0.860
0.463 0.488 -0.619
-0.568 1.011 -0.795
-0.731 0.903 0.060
-0.418 0.427 0.870
-0.785 -1.779 -0.057
-1.025 0.952 -0.321
-0.503 -0.792 0.339
-0.716 -1.322 0.737
1.565 1.679 -1.270
0.156 1.202 -0.235
2.478 -0.132 0.007
0.096 -0.480 -0.327
-0.382 0.654 -0.002
-0.466 -0.394 0.271
2.604 -5.705 1.227
-0.497 1.546 0.793
-0.503 2.355 -3.081
0.792 -0.495 1.770
0.986 -5.121 -0.425
-2.634 3.331 -1.313
-1.083 1.215 -1.041
-0.881 -1.267 0.972
-0.412 1.949 -1.494
-0.855 0.923 1.920
-0.670 0.915 1.176
0.047 0.750 -0.045
2.090 -1.551 0.558
1.067 1.131 -1.055

Values from the calculation:
* Kohn-Sham gap: 0.316 Ha
* energy: -1471.7730 hartree
* HOMO level: -11.137 eV
* ΔE to the lowest compared entry with this formula, charge and spin: 0.000 eV
* net charge: +1

=====

(2)
Computed, not measured: a molecular structure, C20H25Cl2PW at a distorted geometry, with ωB97M-V/def2-TZVPD.

Last column: Löwdin charge in e.
Geometry (Å):
W -0.119 2.072 0.055  0.57
Cl -0.625 4.012 -1.070  -0.01
Cl 1.952 2.003 0.983  -0.04
C 2.891 -1.381 -1.673  -0.02
H 2.789 -2.125 -0.821  0.07
H 3.424 -0.433 -1.488  0.07
C -0.483 1.182 -1.590  -0.49
C 2.099 -1.446 -2.723  -0.22
H -0.152 0.125 -1.375  -0.01
C 2.252 -0.688 -4.022  -0.21
H 1.461 -2.335 -2.860  0.10
C 1.862 0.796 -3.951  -0.21
H 3.330 -0.697 -4.226  0.11
H 1.754 -1.231 -4.839  0.11
C 0.404 1.259 -4.086  -0.20
H 2.392 1.263 -3.103  0.11
H 2.303 1.242 -4.860  0.11
C -0.780 1.120 -3.082  -0.29
H 0.506 2.329 -4.288  0.10
H -0.007 0.764 -4.973  0.10
H -1.554 1.845 -3.374  0.09
H -1.359 0.182 -3.228  0.10
C -2.562 -0.627 0.137  -0.22
P -0.972 -0.033 0.832  0.85
C -1.424 1.074 2.185  -0.40
C -1.042 0.859 3.509  -0.08
C -1.234 1.862 4.442  -0.06
C -1.760 3.106 4.039  -0.07
C -2.044 3.352 2.690  -0.06
C -1.836 2.356 1.723  -0.25
C -0.208 -1.523 1.572  -0.34
C -0.979 -2.677 1.802  -0.09
C -0.407 -3.854 2.293  -0.08
C 0.965 -3.882 2.582  -0.08
C 1.742 -2.737 2.398  -0.08
C 1.158 -1.570 1.908  -0.10
H -2.965 0.109 -0.568  0.05
H -3.305 -0.798 0.932  0.06
H -2.381 -1.562 -0.406  0.05
H -0.600 -0.106 3.808  0.11
H -1.005 1.694 5.499  0.11
H -1.955 3.864 4.793  0.11
H -2.430 4.322 2.378  0.12
H -2.013 2.542 0.623  0.04
H -2.052 -2.664 1.591  0.09
H -1.027 -4.738 2.454  0.11
H 1.417 -4.798 2.959  0.10
H 2.808 -2.757 2.651  0.11
H 1.770 -0.668 1.769  0.06

Atomic forces in eV per Å
0.546 0.010 -1.296
-0.268 1.233 -0.093
1.179 -0.177 0.307
-0.572 0.409 2.049
0.211 1.130 -1.152
0.327 -0.794 -0.075
1.284 -2.188 -1.155
-0.335 -1.904 -1.491
-0.265 0.559 -0.425
0.080 0.635 0.719
0.135 0.306 0.477
0.259 0.146 -0.412
-0.199 -0.042 -0.241
0.023 0.303 0.247
-0.681 -0.044 0.008
-0.377 -0.131 -0.131
0.070 -0.010 0.387
-0.706 0.205 0.555
-0.238 -0.090 -0.099
0.245 0.323 -0.304
0.489 0.361 0.050
0.719 0.045 -0.083
-0.109 -0.175 -0.092
-0.170 -0.675 1.281
0.337 0.087 -0.322
-0.160 -0.251 0.380
-0.244 0.560 0.055
-0.032 -0.466 -0.335
0.085 0.256 0.013
-0.436 -0.353 1.083
-0.007 -0.672 0.416
-0.104 -0.076 -0.090
0.387 0.367 0.018
-0.394 0.070 -0.094
-0.077 -0.076 0.143
0.002 0.553 -0.323
0.234 -0.090 0.203
0.337 -0.022 -0.244
-0.115 0.199 0.052
-0.363 0.547 -0.222
0.009 0.068 -0.433
0.060 -0.049 -0.254
0.173 -0.176 0.101
-1.161 0.028 1.058
0.409 -0.055 0.063
0.199 0.273 -0.054
-0.058 0.196 -0.078
-0.480 0.064 -0.161
-0.247 -0.416 -0.004

Values from the calculation:
* Kohn-Sham gap (alpha / beta): 0.243 / 0.266 Ha
* energy: -2105.8012 hartree
* expectation value of S²: 2.030
* HOMO level (alpha / beta): -6.636 / -7.387 eV
* ΔE to the lowest compared entry with this formula, charge and spin: 1.612 eV
* 2S+1: 3

=====

(3)
Computed, not measured: a molecular structure, C15H4AuBBr2Cl5F4NO at a distorted geometry, with ωB97M-V/def2-TZVPD.

Last column: Löwdin charge in e.
Geometry (Å):
Au 0.265 0.612 -0.222  1.44
Cl -3.296 -2.787 1.082  0.92
C -2.156 -2.520 2.720  -0.11
C -0.169 -1.317 0.111  -0.29
C 0.536 -2.439 0.150  -0.74
Cl 2.247 -2.443 -0.031  0.75
C -0.045 -3.789 0.324  -0.75
Cl 0.289 -4.901 -0.950  0.72
C -0.747 -4.166 1.395  -0.81
Cl -1.387 -5.762 1.552  0.71
C -1.072 -3.284 2.534  -0.90
Cl 0.062 -3.247 3.826  0.76
Br -1.436 5.277 -1.215  0.84
C -2.399 3.719 -0.812  -0.61
C -3.769 3.748 -0.761  -0.16
C -4.490 2.599 -0.462  -0.62
Br -6.373 2.725 -0.396  0.83
C -3.844 1.394 -0.202  -0.20
C -4.619 0.234 0.130  -0.17
C -5.343 -0.750 0.399  0.01
C -1.646 -1.071 0.112  -0.14
N -1.614 0.238 -0.028  -0.11
C -2.438 1.369 -0.265  -0.13
C -1.676 2.533 -0.561  -0.40
O -0.372 2.542 -0.607  -0.20
H -4.291 4.673 -0.957  0.10
H -5.911 0.333 0.466  0.04
H -3.985 -3.840 1.566  0.05
H -3.096 -3.391 -0.049  0.03
F 4.275 1.657 0.293  0.19
B 3.002 2.076 0.104  -1.16
F 2.281 2.311 1.249  0.14
F 2.814 2.988 -0.882  0.18
F 2.260 0.737 -0.464  -0.20

Atomic forces in eV per Å
-0.201 0.018 0.031
-0.759 0.136 -0.504
1.088 -0.368 0.817
0.002 0.122 -0.123
-0.132 -0.081 0.094
0.103 0.017 0.039
-0.014 0.044 -0.050
-0.034 0.033 0.022
0.019 0.125 -0.021
-0.087 -0.118 0.032
-0.329 0.267 -0.220
0.040 0.100 0.223
-0.001 -0.008 0.002
0.041 -0.034 0.005
-0.072 0.038 -0.008
0.058 -0.040 0.005
-0.031 0.016 -0.003
0.100 0.046 -0.049
0.005 -0.163 0.011
0.157 0.065 -0.057
-0.413 -0.315 0.344
0.140 0.003 -0.330
0.053 -0.014 0.181
-0.112 0.017 -0.009
0.124 0.012 -0.002
-0.007 -0.005 0.006
-0.094 -0.045 0.031
0.165 0.285 -0.039
0.065 -0.180 -0.407
0.015 -0.005 0.019
-0.053 -0.050 0.014
-0.003 0.007 0.012
0.013 -0.004 0.004
0.154 0.075 -0.069

Values from the calculation:
* Kohn-Sham gap: 0.233 Ha
* energy: -8712.6296 hartree
* HOMO level: -8.578 eV
* ΔE to the lowest compared entry with this formula, charge and spin: 15.928 eV

=====

> What is the energy in the third record?

-8712.6296 hartree